No. 1
ORCA calculation (ωB97M-V/def2-TZVPD) on C11H24O6V as an isolated structure.

The geometry in XYZ format:
```
42
Properties=species:S:1:pos:R:3:lowdin_spin:R:1
V 0.4212 -0.2696 0.0080 1.922
C 1.8935 -1.0952 2.7268 0.004
O 0.6736 -1.1997 1.9816 0.017
C 0.1055 -2.5065 2.0393 0.000
C -1.1126 -2.5039 1.1536 0.002
O -0.6450 -2.0518 -0.1300 0.003
C -1.6196 -1.9419 -1.1800 0.003
C -0.8535 -1.5127 -2.4113 0.001
O -0.0853 -0.3443 -2.0754 0.022
C 0.7476 0.0925 -3.1588 0.004
H 1.7041 -1.3422 3.7717 0.001
H 2.2251 -0.0633 2.6526 0.000
H 2.6515 -1.7596 2.3094 0.000
H -0.1704 -2.7444 3.0692 0.000
H 0.8343 -3.2404 1.6809 0.000
H -1.8718 -1.8074 1.5185 0.000
H -1.5306 -3.5057 1.0503 0.000
H -2.3727 -1.2039 -0.8985 0.000
H -2.0903 -2.9121 -1.3473 0.000
H -1.5443 -1.2666 -3.2199 0.000
H -0.1708 -2.3030 -2.7348 0.000
H 0.1317 0.2552 -4.0430 0.000
H 1.5205 -0.6511 -3.3576 0.000
H 1.1999 1.0308 -2.8496 0.000
C 3.4432 2.2950 -0.1659 -0.001
O 3.5050 0.8680 -0.3850 -0.016
C 2.3735 0.2333 -0.2806 -0.026
O 2.3289 -1.0020 -0.4367 0.034
H 4.4583 2.6558 -0.2876 0.000
H 3.0853 2.5022 0.8399 0.000
H 2.7879 2.7582 -0.9004 0.000
C -2.8680 1.6092 -0.2567 0.003
C -1.8384 1.7975 0.8447 0.003
C -1.3159 3.2235 0.8917 -0.002
O -0.7545 0.9151 0.6705 0.023
H -3.7181 2.2748 -0.1050 0.000
H -3.2480 0.5858 -0.2658 0.000
H -2.4253 1.8295 -1.2309 0.000
H -2.3024 1.5635 1.8104 0.001
H -0.8404 3.4774 -0.0582 0.000
H -0.5824 3.3348 1.6899 0.000
H -2.1304 3.9255 1.0698 0.000
```

## Properties
- total charge = +1
- frontier orbital gap (spin up / spin down) (eV) = 8.854 / 10.158
- ΔE to the lowest compared entry with this formula, charge and spin (eV) = 0.278
- LUMO energy (spin up / spin down) (eV) = -2.62 / -2.42
- 2S+1 = 3
- E_tot (eV) = -49762.855
- highest occupied orbital energy (spin up / spin down) (hartree) = -0.422 / -0.462

No. 2
ORCA calculation (ωB97M-V/def2-TZVPD) on C26H51NO5S3 as an isolated structure.

The geometry in XYZ format:
```
86
Properties=species:S:1:pos:R:3:mulliken_charge:R:1
C -3.3638 -2.7828 4.6596 -1.447
C -2.2762 -3.8797 4.5613 -0.320
N -1.1195 -3.5414 3.7881 0.583
C -0.3511 -2.3285 4.4218 -1.280
C -0.1229 -4.7043 3.9453 -0.541
C -0.5617 -6.1510 3.4977 -1.325
C -1.5122 -3.1598 2.4163 -0.813
C -0.3964 -2.9458 1.4607 -0.078
O -0.7952 -2.7247 0.1261 -0.433
C 0.3042 -2.3625 -0.7186 -1.737
H -3.1405 -1.8717 5.0018 0.428
H -3.9410 -3.2452 5.4218 0.489
H -4.0587 -2.6596 3.6415 0.288
H -2.7050 -4.8865 4.3288 0.396
H -1.9117 -3.9063 5.5910 0.411
H 0.7721 -1.9299 3.9727 0.256
H -0.1570 -2.7104 5.4371 0.459
H -0.7714 -1.3990 4.4771 0.590
H 0.1932 -4.8243 4.9674 0.526
H 0.8539 -4.6402 3.4346 0.516
H -0.9423 -6.6426 4.2671 0.472
H 0.1418 -6.7250 2.8771 0.346
H -1.2179 -6.0555 2.5418 0.272
H -2.2582 -2.2945 2.5147 0.249
H -2.1783 -4.0323 2.0210 0.299
H 0.2891 -3.7649 1.4911 0.235
H 0.2900 -2.0165 1.7751 0.176
H -0.0571 -2.2730 -1.7237 0.349
H 0.9141 -2.9517 -0.7234 1.268
H 1.0076 -1.5158 -0.5416 0.462
O 1.3743 0.8590 -1.5503 -0.374
H 0.8754 0.5476 -0.9432 -0.625
C 0.2206 2.0943 4.3864 -1.161
S 0.0769 1.2209 2.8446 0.559
O -1.3169 0.5628 2.8493 -0.642
C -0.1054 2.5534 1.6827 -0.927
H 0.2945 1.4579 5.2095 0.448
H -0.5549 2.9499 4.5876 0.244
H 1.1859 2.5550 4.3633 0.426
H -0.2132 1.9413 0.7641 -0.290
H 0.8323 3.1075 1.7993 0.307
H -1.0060 2.8245 2.0199 0.412
C 0.6510 2.8354 -2.5015 -1.377
S 0.6284 2.0393 -0.9328 1.877
O 1.8819 2.3918 -0.2233 -0.930
C -0.5132 3.2710 -0.2345 -3.359
H 0.9476 3.7261 -2.2337 0.825
H -0.2602 2.9114 -2.8386 -0.118
H 1.2396 2.2977 -3.1846 0.012
H -1.6032 2.9735 -0.3592 1.455
H -0.3187 4.2029 -0.4085 1.515
H -0.0178 3.2409 0.7848 0.647
C 0.8715 -0.9842 -4.1333 -0.821
S 0.8505 0.6847 -4.6595 0.805
O 0.9731 0.5938 -6.1894 -0.825
C -0.8714 0.9888 -4.4822 -0.914
H 1.7113 -1.5338 -4.4059 0.681
H -0.0311 -1.6962 -4.1936 0.464
H 0.8371 -0.8963 -3.0004 -0.297
H -1.5194 0.1599 -4.7405 0.447
H -1.0879 1.9856 -4.8077 0.370
H -1.0185 0.9216 -3.2570 0.082
C -3.4149 5.3294 -0.0033 -0.814
C -3.6770 4.0199 0.7296 -0.610
C -3.1113 2.8515 0.1790 -0.489
C -2.2724 2.9387 -0.9519 0.516
C -2.0702 4.1094 -1.6558 -0.782
C -2.7550 5.4383 -1.2098 -0.849
H -4.1553 6.0377 0.2527 0.364
H -4.3024 3.8080 1.5026 0.542
H -3.3490 1.9215 0.7413 0.375
H -1.5601 2.0700 -1.2012 0.573
H -1.4230 3.9546 -2.4127 0.532
H -2.8433 6.3150 -1.8065 0.479
C 3.8742 -0.5214 -3.8431 0.193
C 5.0470 -1.1744 -4.5545 -0.624
C 5.8914 -0.3140 -5.2904 -0.171
C 5.7959 1.1034 -5.3371 -0.421
C 4.7351 1.7943 -4.6704 -0.615
C 3.7302 0.8960 -3.8830 0.384
H 3.4592 -1.0201 -2.9201 0.347
H 5.3627 -2.2450 -4.4488 0.292
H 6.8565 -0.8292 -5.8325 0.151
H 6.4994 1.5604 -6.0617 0.297
H 4.7421 2.8546 -4.8814 0.357
H 2.9977 1.2390 -3.3841 -0.038
```

## Properties
- total charge = 0
- frontier orbital gap (eV) = 4.677
- ΔE to the lowest compared entry with this formula, charge and spin (eV) = 10.857
- LUMO energy (eV) = -0.60
- E_tot (eV) = -71985.681
- highest occupied orbital energy (hartree) = -0.194

No. 3
ORCA calculation (ωB97M-V/def2-TZVPD) on C20H50NO12S3 as an isolated structure.

The geometry in XYZ format:
```
86
Properties=species:S:1:pos:R:3:mulliken_charge:R:1
C -2.7591 2.3192 -2.6089 -0.562
S -3.3381 0.7932 -1.9021 1.158
O -2.7903 -0.2527 -2.7419 -0.678
O -4.7836 0.9250 -1.8351 -0.719
N -2.8178 0.7306 -0.3921 -0.553
S -1.3027 0.7987 0.0440 0.984
O -1.0628 -0.1198 1.1473 -0.676
O -0.3495 0.7463 -1.0572 -0.644
C -1.1125 2.4305 0.8191 0.052
C 0.2566 3.0938 0.6296 -0.813
C 0.6236 3.6481 -0.7462 -0.115
S -0.2280 5.1895 -1.1963 -0.219
H -1.6727 2.3389 -2.6245 -0.074
H -3.1477 2.3319 -3.6283 0.365
H -3.1769 3.1542 -2.0493 0.294
H -1.2302 2.1928 1.8780 -0.307
H -1.9579 3.0585 0.5337 0.316
H 1.0242 2.3778 0.9394 0.350
H 0.3100 3.9332 1.3339 0.434
H 0.5040 2.8969 -1.5218 -0.157
H 1.6762 3.9412 -0.7295 0.397
H -1.4344 4.8655 -0.7153 0.075
C 3.4361 1.4554 -4.5326 -0.505
O 3.2116 1.2342 -3.1584 -0.440
C 2.1097 0.3482 -2.9354 0.727
C 2.5605 -1.0485 -2.5905 -0.729
O 3.2769 -1.6725 -3.6549 -0.410
C 4.6752 -1.6289 -3.4894 -0.701
H 4.3724 2.0025 -4.6464 0.277
H 3.4997 0.5167 -5.0903 0.324
H 2.6217 2.0621 -4.9459 0.091
H 1.4734 0.3246 -3.8264 0.132
H 1.5127 0.7364 -2.1133 -0.256
H 1.6771 -1.6544 -2.3790 0.341
H 3.1815 -1.0249 -1.6886 0.406
H 5.0018 -2.3009 -2.6858 0.311
H 5.0260 -0.6176 -3.2640 0.309
H 5.1257 -1.9613 -4.4248 0.238
C -1.8128 -1.7486 5.4408 -0.798
O -0.7817 -0.9154 5.9393 -0.398
C -0.1610 -0.1357 4.9264 -0.431
C -0.6791 1.2845 4.9112 -0.543
O -2.0505 1.3242 4.5700 -0.259
C -2.9225 1.5520 5.6537 -0.794
H -2.3504 -2.1481 6.3006 0.268
H -2.5101 -1.2035 4.8014 0.386
H -1.3932 -2.5829 4.8673 0.303
H -0.3240 -0.5841 3.9413 0.315
H 0.9156 -0.1227 5.1241 0.389
H -0.1259 1.8403 4.1471 0.320
H -0.5080 1.7702 5.8789 0.394
H -2.8735 2.5950 5.9901 0.313
H -2.6964 0.8959 6.4996 0.290
H -3.9317 1.3458 5.3009 0.249
C -0.3578 2.2397 -5.9506 -0.875
O -1.0511 3.2864 -6.6094 -0.355
C -0.2577 4.0125 -7.5244 -0.486
C -0.5130 3.5909 -8.9562 -0.489
O -0.1070 2.2570 -9.2050 -0.388
C -1.1678 1.3210 -9.1630 -0.701
H -1.0970 1.6350 -5.4281 0.313
H 0.1872 1.6087 -6.6577 0.409
H 0.3437 2.6447 -5.2135 0.332
H 0.8064 3.8967 -7.2899 0.255
H -0.5135 5.0722 -7.4201 0.396
H 0.0586 4.2403 -9.6272 0.382
H -1.5767 3.7153 -9.1876 0.312
H -1.8209 1.4305 -10.0366 0.325
H -1.7656 1.4288 -8.2555 0.297
H -0.7220 0.3280 -9.1791 0.247
C 1.0224 -4.0479 6.4861 -0.773
O 1.8270 -5.2115 6.5859 -0.406
C 1.8032 -5.8151 7.8639 -0.479
C 0.8812 -7.0153 7.9088 -0.483
O -0.4755 -6.6554 7.7236 -0.377
C -0.9483 -6.8639 6.4058 -0.697
H 0.9539 -3.7905 5.4309 0.275
H 0.0168 -4.2188 6.8772 0.327
H 1.4748 -3.2081 7.0226 0.366
H 1.4994 -5.0896 8.6265 0.309
H 2.8212 -6.1448 8.0960 0.387
H 0.9657 -7.4921 8.8905 0.369
H 1.1909 -7.7426 7.1503 0.308
H -1.0612 -7.9333 6.1948 0.316
H -0.2799 -6.4232 5.6628 0.313
H -1.9242 -6.3870 6.3344 0.243
```

## Properties
- total charge = -1
- frontier orbital gap (eV) = 8.480
- LUMO energy (eV) = 2.35
- E_tot (eV) = -80113.282
- highest occupied orbital energy (hartree) = -0.225

The lowest E_tot belongs to which entry?
C20H50NO12S3